11 unconnected molecules or ions with the total composition C40H107N5O20 in a non-equilibrium geometry, computed with ωB97M-V/def2-TZVPD.

## Properties
SMILES string: COCCNCCOC.COCCNCCOC.COCCNCCOC.COCCNCCOC.COCCNCCOC.OCCO.OCCO.OCCO.OCCO.CO.CO
DFT total energy: -91604.724 eV
HOMO-LUMO gap: 8.66 eV

Structure (ORCA input):
```
! RIJCOSX wB97M-V def2-TZVPD def2/J DEFGRID3
* xyz 0 1
C -0.1502 -5.2178 -0.6708
O -1.1204 -5.0669 -1.6944
C -2.2902 -4.5473 -1.0656
C -3.2172 -3.9632 -2.1115
N -2.8051 -2.6928 -2.6858
C -1.5639 -2.5610 -3.4919
C -1.7168 -3.0652 -4.8899
O -2.7740 -2.3950 -5.4827
C -2.7719 -2.5377 -6.9100
H -0.5579 -5.7332 0.2018
H 0.2076 -4.2184 -0.3765
H 0.6963 -5.7843 -0.9689
H -1.9523 -3.6602 -0.4752
H -2.8333 -5.2587 -0.4809
H -4.1810 -3.7682 -1.5823
H -3.4870 -4.6704 -2.8796
H -3.5979 -2.3507 -3.2637
H -0.7176 -3.0381 -3.0702
H -1.4316 -1.4519 -3.5460
H -1.7964 -4.1626 -5.0403
H -0.8075 -2.8264 -5.4870
H -2.0352 -1.8583 -7.2649
H -3.7489 -2.2305 -7.2582
H -2.6266 -3.5975 -7.1898
C 3.3257 9.7815 0.8999
O 2.6595 8.8791 0.0647
C 3.2257 7.5540 -0.0130
C 2.4637 6.5951 0.8630
N 2.6845 6.9248 2.3003
C 1.5489 6.4824 3.1138
C 1.8046 5.1095 3.6498
O 1.6903 4.1660 2.6168
C 2.1542 2.8435 2.9031
H 2.8716 9.9043 1.8900
H 3.2551 10.7484 0.3529
H 4.3299 9.5023 1.0878
H 4.3397 7.5927 0.1069
H 3.0006 7.2925 -1.0437
H 2.8224 5.5960 0.6631
H 1.3579 6.6189 0.6134
H 2.6320 7.9271 2.3320
H 0.6005 6.4047 2.4636
H 1.4618 7.1477 3.9914
H 1.0498 4.8568 4.4623
H 2.7652 5.1444 4.1128
H 2.0390 2.2891 2.0429
H 1.5548 2.4058 3.6768
H 3.2176 2.8939 3.2146
C 0.9255 0.9448 -3.7271
O 2.0600 0.1735 -4.1524
C 3.0794 0.9300 -4.8619
C 4.4504 0.2767 -4.8107
N 4.8613 0.3701 -3.4142
C 6.2150 -0.2050 -3.1163
C 7.5364 0.2128 -3.8867
O 8.5391 -0.7274 -3.7921
C 9.7407 -0.2092 -4.2936
H 0.1787 0.9677 -4.5296
H 1.1842 1.9778 -3.4724
H 0.5610 0.3840 -2.8210
H 3.1762 2.0066 -4.5417
H 2.6921 0.9963 -5.8449
H 5.0959 0.7552 -5.5877
H 4.3660 -0.7927 -5.2345
H 4.8994 1.3219 -3.2000
H 6.1863 -1.2875 -3.1002
H 6.4299 0.1109 -2.0909
H 7.8963 1.1645 -3.4832
H 7.2177 0.3856 -4.9156
H 9.6582 0.1985 -5.2935
H 10.4452 -0.9992 -4.1023
H 10.0000 0.7218 -3.6927
C -6.2456 -5.5898 6.3212
O -5.4350 -4.4609 6.4475
C -5.6799 -3.4594 5.4808
C -4.9704 -3.5069 4.1436
N -5.4284 -2.3062 3.4098
C -4.8178 -2.0904 2.1157
C -3.3767 -1.6725 2.1829
O -3.0330 -0.8190 3.2844
C -1.6714 -0.8621 3.7271
H -6.3128 -5.9044 5.2629
H -7.2282 -5.3655 6.8190
H -5.8323 -6.3992 6.9133
H -5.5010 -2.4751 5.9854
H -6.7754 -3.3992 5.1392
H -5.1805 -4.3989 3.5679
H -3.8565 -3.4677 4.3966
H -5.1074 -1.4901 3.9588
H -5.4581 -1.3720 1.5604
H -4.7667 -2.9813 1.4929
H -3.1525 -1.2693 1.1541
H -2.7047 -2.5198 2.3302
H -1.3062 -1.8728 3.7543
H -1.6389 -0.4951 4.7659
H -0.9564 -0.2420 3.2545
C -1.7929 2.5734 4.7589
O -1.4581 2.3085 3.3556
C -2.6117 2.1852 2.5848
C -3.1216 3.5073 1.9878
N -2.5577 3.6498 0.6556
C -1.1545 4.0113 0.6440
C -0.6698 4.7846 -0.5715
O -1.1387 6.1256 -0.5159
C -0.6268 6.7866 -1.6581
H -2.2902 3.5475 4.8233
H -0.8498 2.6961 5.2621
H -2.3079 1.7559 5.2043
H -3.4253 1.6711 3.1082
H -2.3945 1.5225 1.7037
H -3.0205 4.3753 2.5821
H -4.2048 3.3822 1.8569
H -3.1316 4.3131 0.0868
H -0.5866 3.0762 0.6164
H -0.7338 4.5584 1.5015
H -0.9755 4.2535 -1.5084
H 0.4162 4.8296 -0.5325
H -0.9986 6.4271 -2.5881
H 0.4431 6.6751 -1.8028
H -0.7619 7.8456 -1.5518
O 0.7861 -1.9031 -0.6401
C -0.3756 -1.0890 -0.5080
C -0.1973 0.0672 0.4587
O 0.5247 1.1618 -0.1147
H 1.2427 -1.7996 -1.4440
H -0.6161 -0.6973 -1.4641
H -1.2518 -1.6425 -0.0662
H 0.3169 -0.2139 1.3536
H -1.1866 0.4132 0.7623
H 1.3440 0.7369 -0.5057
O -2.9127 -5.9070 5.9077
C -1.8479 -5.0211 6.0433
C -0.7952 -5.5729 5.1362
O -1.2568 -5.6709 3.8090
H -3.7290 -5.4537 6.0386
H -2.0514 -3.9953 5.7005
H -1.4312 -4.9376 7.0605
H -0.4284 -6.5435 5.4980
H 0.0633 -4.8735 5.1446
H -2.1577 -5.9958 3.8810
O -3.8460 -0.4118 -1.0229
C -4.0535 0.5586 -2.0082
C -3.0480 1.6667 -1.9450
O -1.6981 1.2624 -2.2713
H -3.3873 -1.1813 -1.3716
H -3.9235 0.0144 -2.9359
H -5.0637 1.0153 -1.9501
H -3.0490 2.2293 -1.0468
H -3.3814 2.4726 -2.6639
H -1.0405 1.5149 -1.5750
O 1.6867 -2.8389 -5.5765
C 1.8515 -3.8345 -4.5962
C 2.8877 -3.4951 -3.5530
O 2.6058 -2.3594 -2.8226
H 1.6021 -2.0516 -5.0868
H 0.8748 -3.9556 -4.0861
H 2.1666 -4.7503 -5.0846
H 3.8621 -3.3900 -3.9996
H 3.0422 -4.3814 -2.8619
H 2.8875 -1.5374 -3.2693
C 1.7630 -3.8262 2.2983
O 2.0862 -2.5086 1.8484
H 2.1159 -4.5938 1.6025
H 2.2602 -4.0560 3.2076
H 0.6908 -3.8364 2.5420
H 1.6611 -2.4206 0.9279
C 3.6939 -0.5626 -0.1665
O 3.0949 0.2478 -1.1613
H 2.9662 -0.6300 0.5976
H 3.9879 -1.5616 -0.4638
H 4.6010 -0.0685 0.2790
H 3.4821 0.0841 -2.0223
*
```

Results of the Mulliken charge analysis, in e, for atoms 1 through 6:
1. C -0.54
2. O -0.43
3. C 0.04
4. C -1.30
5. N 0.31
6. C 0.36

=====

2 unconnected molecules or ions with the total composition C3H12N2O2, computed with ωB97M-V/def2-TZVPD.

## Properties
SMILES string: CNNO.COC
DFT total energy: -10377.491 eV
ΔE to the lowest compared entry with this formula, charge and spin: 4.0582 eV
HOMO-LUMO gap: 9.72 eV

Structure (ORCA input):
```
! RIJCOSX wB97M-V def2-TZVPD def2/J DEFGRID3
* xyz 0 1
C 1.1587 2.7281 0.2208
N 0.5976 1.4352 -0.0966
N -0.7554 1.5286 -0.4836
O -0.8950 0.9610 -1.8022
H 0.7020 3.2088 1.0859
H 2.2235 2.6047 0.4027
H 1.0067 3.4037 -0.6448
H 0.7527 0.7511 0.6368
H -1.3266 0.8983 0.0694
H -0.5768 1.6402 -2.4128
C 0.5831 -1.8396 -0.3458
O -0.2104 -1.4095 0.7367
C -1.2105 -2.3413 1.0594
H 1.3280 -1.0705 -0.5284
H 1.0778 -2.7906 -0.1117
H -0.0200 -1.9771 -1.2472
H -0.7748 -3.3087 1.3397
H -1.8978 -2.4891 0.2164
H -1.7626 -1.9332 1.9052
*
```

Results of the Mulliken charge analysis, in e, for atoms 1 through 6:
1. C -0.78
2. N -0.02
3. N -0.44
4. O -0.42
5. H 0.31
6. H 0.33

=====

A single C22H30ClN3O3S2 molecule in a non-equilibrium geometry, computed with ωB97M-V/def2-TZVPD.

## Properties
SMILES string: CCN(CC)S(=O)(=O)c1ccc(Cl)c(C(=O)N[C@@H](C)[C@H](c2cccs2)N2CCCC2)c1
DFT total energy: -68106.780 eV
HOMO-LUMO gap: 9.06 eV

Structure (ORCA input):
```
! RIJCOSX wB97M-V def2-TZVPD def2/J DEFGRID3
* xyz 0 1
C -0.7338 -2.1254 -1.9881
C -1.3487 -2.9531 -0.8589
N -2.6758 -2.5482 -0.4718
C -3.8140 -2.7826 -1.3258
C -4.1294 -1.6276 -2.2759
S -2.9172 -1.7829 0.9673
O -1.8142 -2.1001 1.8304
O -4.2530 -2.0494 1.4102
C -2.7835 -0.0326 0.5850
C -3.8924 0.7849 0.4748
C -3.7178 2.1202 0.1551
C -2.4385 2.6243 -0.0586
Cl -2.2510 4.2873 -0.4391
C -1.3163 1.8029 0.0674
C 0.0802 2.2884 -0.2150
O 0.3554 2.9684 -1.1825
N 0.9820 1.8419 0.6782
C 2.4016 2.0938 0.6020
C 2.8225 2.9788 1.7737
C 3.1821 0.7472 0.6412
C 3.2989 0.1339 -0.7212
C 2.4173 0.1394 -1.7592
C 2.8788 -0.5761 -2.8876
C 4.1071 -1.1175 -2.6983
S 4.7295 -0.7604 -1.1380
N 2.5683 -0.1045 1.6668
C 3.4748 -0.7002 2.6328
C 3.8806 -2.0710 2.0665
C 2.6625 -2.4855 1.2294
C 1.7602 -1.2296 1.2159
C -1.5139 0.4665 0.3941
H -1.2039 -2.3579 -2.9401
H 0.3264 -2.3541 -2.0685
H -0.8484 -1.0617 -1.7948
H -1.3696 -4.0098 -1.1524
H -0.7441 -2.8658 0.0451
H -4.6659 -2.9451 -0.6618
H -3.6344 -3.6997 -1.8948
H -5.0204 -1.8679 -2.8506
H -3.3110 -1.4470 -2.9665
H -4.3138 -0.7156 -1.7142
H -4.8716 0.3694 0.6539
H -4.5654 2.7813 0.0695
H 0.6946 1.2903 1.4722
H 2.5863 2.6091 -0.3453
H 2.6770 2.4427 2.7086
H 3.8688 3.2574 1.6837
H 2.2233 3.8857 1.7878
H 4.1984 0.9856 0.9741
H 1.4759 0.6570 -1.7433
H 2.3155 -0.6753 -3.7982
H 4.6937 -1.7050 -3.3762
H 4.3255 -0.0509 2.8370
H 2.9116 -0.8371 3.5619
H 4.1046 -2.7822 2.8583
H 4.7648 -1.9675 1.4368
H 2.9581 -2.7630 0.2179
H 2.1342 -3.3281 1.6711
H 1.3434 -1.0405 0.2281
H 0.9390 -1.3618 1.9289
H -0.6801 -0.2061 0.5072
*
```

Results of the Mulliken charge analysis, in e, for atoms 1 through 6:
1. C -1.12
2. C -0.56
3. N 0.15
4. C -0.80
5. C -0.74
6. S 1.34

=====

A molecular structure, C27H36NO8SiZr in a non-equilibrium geometry, computed with ωB97M-V/def2-TZVPD.

## Properties
DFT total energy: -55611.100 eV
HOMO-LUMO gap: 8.43 eV

Structure (ORCA input):
```
! RIJCOSX wB97M-V def2-TZVPD def2/J DEFGRID3
* xyz 1 1
Zr 0.5324 0.4047 0.1915
O -3.6060 0.2709 2.2866
C -2.3969 -0.2142 2.0524
O -1.8249 -0.0784 0.9906
C -1.9049 -0.9747 3.2687
O -0.6570 -1.6018 3.1017
C 0.4727 -0.9249 3.6572
C 0.8617 0.1251 2.6481
O 1.8548 -0.0593 1.8759
O 0.0545 1.0573 2.3731
H -3.9127 0.7262 1.4864
H -2.6466 -1.7497 3.4717
H -1.9138 -0.2833 4.1147
H 1.2631 -1.6608 3.7604
H 0.2372 -0.4831 4.6275
C 2.4612 0.0947 -0.8819
Si 3.0427 1.8359 -1.1661
C 1.8134 2.8939 -0.1046
N 0.3498 2.5857 -0.3389
C -0.0186 2.9065 -1.7685
C -1.5023 3.1706 -1.9004
C -1.8776 4.4759 -1.1891
C -0.9822 4.6783 0.0410
C -0.5542 3.3403 0.6075
C 4.7097 2.2816 -0.5040
C 4.9140 3.2191 0.5105
C 6.1975 3.5388 0.9409
C 7.2920 2.9174 0.3612
C 7.1111 1.9802 -0.6492
C 5.8304 1.6676 -1.0778
C 2.9846 2.2879 -2.9611
C 3.6072 3.4777 -3.3544
C 3.6014 3.8853 -4.6823
C 2.9845 3.0958 -5.6427
C 2.3771 1.9010 -5.2764
C 2.3812 1.5013 -3.9465
H 3.1479 -0.4224 -0.2092
H 2.4135 -0.4508 -1.8280
H 1.9797 3.9674 -0.2345
H 2.0281 2.6784 0.9516
H 0.2947 2.0807 -2.3956
H 0.5635 3.7815 -2.0713
H -2.0551 2.3165 -1.5008
H -1.7453 3.2119 -2.9622
H -2.9278 4.4588 -0.8945
H -1.7622 5.3175 -1.8725
H -1.4985 5.2341 0.8243
H -0.0947 5.2650 -0.2105
H -1.4363 2.7221 0.7929
H -0.0274 3.4399 1.5523
H 4.0763 3.7219 0.9802
H 6.3401 4.2713 1.7251
H 8.2918 3.1639 0.6947
H 7.9672 1.4980 -1.1033
H 5.7089 0.9423 -1.8767
H 4.1135 4.0931 -2.6173
H 4.0885 4.8093 -4.9676
H 2.9892 3.4061 -6.6800
H 1.9077 1.2780 -6.0271
H 1.8992 0.5615 -3.6922
C 0.8207 -3.3973 -1.5053
C -0.2095 -2.4058 -1.0204
C -1.5756 -3.0246 -0.7883
O 0.2738 -1.8103 0.2478
C -0.3681 -1.2446 -2.0150
O -0.3843 -1.4297 -3.1931
O -0.5136 -0.0381 -1.4255
H 0.8031 -4.2935 -0.8839
H 1.8182 -2.9604 -1.4717
H 0.5942 -3.6705 -2.5340
H -1.5032 -3.8347 -0.0582
H -1.9299 -3.4500 -1.7267
H -2.2988 -2.2850 -0.4460
H -0.1197 -2.2497 1.0155
*
```

Results of the Mulliken charge analysis, in e, for atoms 1 through 6:
1. Zr -0.39
2. O -0.54
3. C 0.54
4. O -0.29
5. C -0.67
6. O -0.39

=====

A single C5H6N4O molecule in a non-equilibrium geometry, computed with ωB97M-V/def2-TZVPD.

## Properties
SMILES string: NNC(=O)c1cnccn1
DFT total energy: -13288.873 eV
ΔE to the lowest compared entry with this formula, charge and spin: 1.8443 eV
HOMO-LUMO gap: 9.40 eV

Structure (ORCA input):
```
! RIJCOSX wB97M-V def2-TZVPD def2/J DEFGRID3
* xyz 0 1
N -2.0843 1.6190 0.7129
N -1.3349 0.9439 1.6821
C -0.1973 0.2336 1.5881
O 0.4224 -0.1487 2.5697
C 0.3391 -0.1457 0.2387
C 1.6254 -0.5839 0.2244
N 2.1730 -1.1812 -0.8579
C 1.3993 -1.1577 -1.9190
C 0.0628 -0.7792 -1.8903
N -0.4621 -0.2438 -0.7892
H -1.6310 2.5726 0.4245
H -2.1498 0.9590 -0.0824
H -1.7089 1.1170 2.5577
H 2.2855 -0.5685 1.0973
H 1.8611 -1.6835 -2.8192
H -0.6003 -0.9528 -2.7375
*
```

Results of the Mulliken charge analysis, in e, for atoms 1 through 6:
1. N -0.77
2. N 0.02
3. C 0.29
4. O -0.64
5. C 0.64
6. C -0.14

=====

A molecular structure, C30H31F5N7O5Sc in a non-equilibrium geometry, computed with ωB97M-V/def2-TZVPD.

## Properties
DFT total energy: -86573.854 eV
ΔE to the lowest compared entry with this formula, charge and spin: 1.4095 eV
HOMO-LUMO gap: 4.75 eV

Structure (ORCA input):
```
! RIJCOSX wB97M-V def2-TZVPD def2/J DEFGRID3
* xyz -2 1
Sc -0.3665 -0.2687 0.1644
C -2.4236 -1.4529 3.7189
C -1.6038 -1.5841 2.4600
O -1.1420 -0.4382 1.9818
C -1.3745 -2.7804 1.8862
C -0.5832 -2.8471 0.5899
C -0.4647 -4.2762 0.0329
N -1.2361 -1.9916 -0.4410
N -2.6192 -1.9081 -0.3484
C -3.0677 -0.6936 -0.4162
O -2.3192 0.4029 -0.4534
C -4.5399 -0.5909 -0.2845
C -5.3955 -1.6368 -0.6459
C -6.7632 -1.5316 -0.4554
C -7.3170 -0.3814 0.1022
C -6.4740 0.6555 0.4799
C -5.1032 0.5536 0.2848
H -1.7943 -1.0943 4.5394
H -3.2171 -0.7173 3.5596
H -2.8684 -2.4084 4.0010
H -1.8449 -3.6758 2.2775
H -0.2937 -5.0338 0.8027
H -1.3903 -4.5071 -0.4985
H 0.3670 -4.3029 -0.6736
H -4.9485 -2.5300 -1.0610
H -7.4115 -2.3523 -0.7448
H -8.3885 -0.2992 0.2471
H -6.8899 1.5446 0.9426
H -4.4312 1.3463 0.5896
N 2.7121 0.2313 -1.0624
C 2.2762 0.9145 -2.2708
C 3.3540 1.2265 -3.2963
C 2.8261 2.1104 -4.4413
C 1.7776 3.1530 -4.0008
N 0.4298 2.5397 -3.9968
C -0.4348 2.5275 -2.9692
N -0.5140 3.5530 -2.1023
N -1.3675 1.5699 -2.9116
C 1.0551 0.1680 -2.8198
O 0.8997 0.0421 -4.0687
O 0.1887 -0.0650 -1.9728
H 3.5878 0.5935 -0.7078
H 2.7840 -0.7726 -1.1770
H 1.8886 1.8918 -1.9528
H 3.8057 0.3137 -3.6914
H 4.1439 1.7743 -2.7672
H 2.3676 1.4900 -5.2097
H 3.6717 2.6313 -4.8998
H 1.7704 3.9931 -4.6993
H 2.0414 3.5456 -3.0141
H 0.4967 1.5768 -4.3717
H 0.3198 4.1114 -2.0245
H -0.8658 3.2921 -1.1884
H -1.1199 0.7148 -3.4011
H -1.7469 1.3384 -1.9867
N 0.7316 -2.1485 0.7158
C 1.6118 -2.5767 1.6324
C 1.4680 -3.6835 2.5231
C 2.4986 -4.1006 3.3473
C 3.7378 -3.4663 3.3695
C 3.8905 -2.3447 2.5512
C 2.8718 -1.9086 1.7327
H 0.5177 -4.1889 2.5830
H 2.3245 -4.9491 4.0045
H 4.5381 -3.8098 4.0144
H 4.8285 -1.7957 2.5602
H 3.0033 -1.0040 1.1490
F 3.9681 4.2555 3.8221
C 3.1579 3.6470 2.9284
C 2.8339 4.2522 1.7371
F 3.3480 5.4632 1.4369
C 1.9799 3.6321 0.8429
F 1.7286 4.3133 -0.3097
C 1.3525 2.3852 1.0672
O 0.5126 1.8290 0.2723
C 1.7743 1.7853 2.2886
F 1.3134 0.5723 2.5743
C 2.6214 2.3938 3.1873
F 2.9441 1.7824 4.3363
*
```

Results of the Mulliken charge analysis, in e, for atoms 1 through 6:
1. Sc -0.46
2. C -1.74
3. C 1.09
4. O -0.59
5. C -1.22
6. C 2.17

=====

Values for HOMO energy, hartree, ordered as above
-0.304 -0.322 -0.320 -0.412 -0.347 -0.023